69
Properties=species:S:1:pos:R:3 method="wB97M-V/def2-TZVPD" charge=+1 lumo_energy_ev="-5.9789 / -6.0150" total_energy_ev=-101219.8180 orbital_gap_ev="4.7 / 4.7" molar_mass_g_mol=728.5 multiplicity=1
Ru -0.29959 0.80090 -0.19432
Cl 5.10524 5.36004 -0.54049
C 3.58035 4.60931 -0.57656
C 3.51356 3.21098 -0.69614
C 2.29023 2.61565 -0.68615
Cl 2.13493 0.90649 -0.80233
C 1.06465 3.36450 -0.57212
O -0.07975 2.82677 -0.51366
C 1.19660 4.79933 -0.51176
Cl -0.23045 5.72958 -0.45453
C 2.42491 5.39780 -0.48805
H 4.41559 2.62046 -0.78137
H 2.50099 6.47281 -0.40408
C -3.26117 1.57006 1.42251
Si -2.71172 1.10563 -0.30842
C -3.07884 2.43839 -1.56106
C -3.37966 -0.55997 -0.83451
C -4.17854 -1.31303 0.03010
C -4.73340 -2.51974 -0.37709
C -4.47595 -3.00530 -1.65090
C -3.67534 -2.27459 -2.52005
C -3.13912 -1.05965 -2.11762
H -4.28367 1.95692 1.37361
H -2.62507 2.34853 1.84959
H -3.25699 0.71308 2.09520
H -4.15840 2.60694 -1.59749
H -2.74534 2.15786 -2.56173
H -2.59268 3.37655 -1.28872
H -4.39061 -0.95057 1.03017
H -5.36990 -3.07696 0.29836
H -4.89994 -3.94971 -1.96728
H -3.47582 -2.64877 -3.51651
H -2.52378 -0.49963 -2.81311
C -1.68538 -0.44405 4.83025
C -0.77621 0.27984 3.89946
C 0.11414 1.31959 4.10529
C 0.67875 1.60531 2.85919
N 0.16357 0.78103 1.94032
N -0.72718 0.00178 2.59292
C 1.72788 2.61636 2.54899
H -1.40068 -0.25032 5.86122
H -1.65170 -1.51979 4.65552
H -2.71547 -0.11117 4.69249
H 0.34108 1.80813 5.03818
H -1.12864 -0.78395 2.09640
H 2.15739 3.00053 3.47077
H 1.31503 3.46050 1.99328
H 2.52319 2.16903 1.95353
C 1.97165 -3.08094 -3.42419
C 2.75823 -3.01509 -2.13766
C 4.11591 -2.70157 -2.22063
C 4.93318 -2.65700 -1.10929
Cl 6.61413 -2.26967 -1.29020
C 4.41580 -2.93467 0.14374
C 3.07407 -3.24342 0.24863
C 2.23894 -3.28690 -0.86483
O 0.95447 -3.68535 -0.54905
C -0.17325 -3.16991 -1.23123
C -0.28031 -1.69045 -0.92314
O -0.07018 -0.84036 -1.82360
O -0.54512 -1.30827 0.25354
H 2.64653 -2.97506 -4.27189
H 1.23034 -2.28433 -3.48505
H 1.46282 -4.04035 -3.52931
H 4.54974 -2.50849 -3.19413
H 5.05163 -2.91162 1.01833
H 2.63302 -3.46938 1.21149
H -1.03535 -3.68954 -0.81830
H -0.14330 -3.30112 -2.30455